ORCA calculation (ωB97M-V/def2-TZVPD) on an isolated ion of composition C4H13N2S and charge +1.

Last columns: bonded neighbours and bond lengths (Å).
Atoms and positions in Å:
1 N -1.893 -1.492 -0.632  C2 1.468, H8 1.034, H9 1.010
2 C -1.293 -0.337 0.048  N1 1.468, C3 1.489, H10 1.093, H11 1.145
3 C 0.168 -0.623 0.066  C2 1.489, N4 1.632, C5 1.476, H12 1.212
4 N 0.773 -1.391 -1.241  C3 1.632, H13 1.043, H14 0.977, H15 0.981
5 C 0.800 0.711 0.025  C3 1.476, C6 1.571, H16 1.116, H17 1.097
6 C 0.218 1.611 1.173  C5 1.571, S7 1.804, H18 1.122, H19 1.110
7 S 1.557 2.813 1.303  C6 1.804, H20 1.344
8 H -2.711 -1.156 -1.167  N1 1.034
9 H -2.298 -2.050 0.106  N1 1.010
10 H -1.392 0.559 -0.571  C2 1.093
11 H -1.636 0.097 1.050  C2 1.145
12 H 0.409 -1.323 1.026  C3 1.212
13 H 1.497 -1.875 -0.669  N4 1.043
14 H 0.117 -2.019 -1.602  N4 0.977
15 H 1.092 -0.686 -1.843  N4 0.981
16 H 1.916 0.666 0.035  C5 1.116
17 H 0.584 1.197 -0.934  C5 1.097
18 H -0.764 2.102 0.945  C6 1.122
19 H 0.164 0.929 2.047  C6 1.110
20 H 2.693 2.269 0.835  S7 1.344

The largest force on an atom is 5.43 eV/A. The value obtained for the highest occupied orbital energy is -12.402 eV. The total charge is +1. As for the SMILES: NC[C@@H]([NH3+])CCS. The energy above the lowest of the compared OMol25 structures with the same formula, charge and spin is 237.9 kJ/mol.

ORCA calculation (ωB97M-V/def2-TZVPD) on a 2-piece molecular cluster, C3H7N2O overall.

Last columns: bonded neighbours and bond lengths (Å).
Atoms and positions in Å:
1 C -2.053 -0.472 -0.153  C3 1.261, O6 1.165
2 C 1.017 -0.414 0.127  N4 1.304, N5 1.258, H8 1.203
3 C -1.824 0.608 0.457  C1 1.261, H7 1.043, H9 1.081
4 N 1.552 0.029 -0.976  C2 1.304, H10 1.029, H11 1.073
5 N 0.777 -1.528 0.658  C2 1.258, H12 0.927, H13 0.997
6 O -2.242 -1.475 -0.713  C1 1.165
7 H -2.150 1.562 0.190  C3 1.043
8 H 0.123 0.389 0.189  C2 1.203
9 H -1.942 0.721 1.526  C3 1.081
10 H 1.611 0.977 -1.372  N4 1.029
11 H 2.287 -0.594 -1.447  N4 1.073
12 H -0.039 -1.497 1.096  N5 0.927
13 H 1.329 -2.318 0.400  N5 0.997

The largest force on an atom is 9.05 eV/A. The value obtained for the highest occupied orbital energy is -13.783 eV. The total charge is +1. The energy above the lowest of the compared OMol25 structures with the same formula, charge and spin is 329.5 kJ/mol.

ORCA calculation (ωB97M-V/def2-TZVPD) on a 2-piece molecular cluster, C4H10NS overall.

Last columns: bonded neighbours and bond lengths (Å).
Atoms and positions in Å:
1 C 0.300 1.671 -0.918  C2 1.507, H5 1.089, H6 1.093, H7 1.091
2 C 1.382 0.651 -1.159  C1 1.507, C3 1.342, N4 1.377
3 C 2.372 0.798 -2.053  C2 1.342, H8 1.086, H9 1.079
4 N 1.274 -0.442 -0.329  C2 1.377, H10 1.016, H11 1.005
5 H 0.560 2.299 -0.066  C1 1.089
6 H -0.642 1.155 -0.714  C1 1.093
7 H 0.142 2.289 -1.803  C1 1.091
8 H 3.087 -0.016 -2.138  C3 1.086
9 H 2.488 1.706 -2.624  C3 1.079
10 H 0.415 -0.675 0.161  N4 1.016
11 H 1.986 -1.151 -0.346  N4 1.005
12 C -2.758 -1.721 2.470  S13 1.827, H14 1.094, H15 1.094, H16 1.096
13 S -1.528 -0.874 1.418  C12 1.827
14 H -3.722 -1.211 2.386  C12 1.094
15 H -2.887 -2.770 2.186  C12 1.094
16 H -2.471 -1.708 3.528  C12 1.096

The largest force on an atom is 0.53 eV/A. Its multiplicity is 2. The value obtained for the highest occupied orbital energy (alpha / beta) is 4.130 / -0.263 eV. The total charge is -2. As for the expectation value of S²: 0.7513. The energy above the lowest of the compared OMol25 structures with the same formula, charge and spin is 35.5 kJ/mol.

ORCA calculation (ωB97M-V/def2-TZVPD) on a 10-piece molecular cluster, C23H39Cl19FN2O overall.

Last columns: bonded neighbours and bond lengths (Å).
Atoms and positions in Å:
1 C -3.702 -4.194 0.563  C2 1.596, H20 1.126, H21 1.122, H22 1.121
2 C -2.116 -4.144 0.738  C1 1.596, C3 1.575, H23 1.123, H24 1.123
3 C -1.470 -3.077 -0.224  C2 1.575, C4 1.585, H25 1.131, H26 1.120
4 C 0.103 -2.944 -0.087  C3 1.585, C5 1.586, H27 1.128, H28 1.125
5 C 0.610 -1.578 0.540  C4 1.586, C6 1.542, H29 1.130, H30 1.115
6 C -0.341 -0.957 1.582  C5 1.542, C7 1.485, C15 1.510
7 C -0.378 -1.425 2.991  C6 1.485, C8 1.570, C12 1.477
8 C 0.584 -2.550 3.514  C7 1.570, C9 1.586, H31 1.115, H32 1.128
9 C 1.898 -1.793 3.975  C8 1.586, O10 1.186, Cl11 1.804
10 O 2.716 -1.450 3.187  C9 1.186
11 Cl 2.207 -1.378 5.703  C9 1.804
12 C -1.363 -0.778 3.881  C7 1.477, N13 1.357, H33 1.111
13 N -2.150 0.191 3.350  C12 1.357, N14 1.306, H34 1.029
14 N -2.166 0.694 2.146  N13 1.306, C15 1.338
15 C -1.305 0.163 1.271  C6 1.510, N14 1.338, C16 1.572
16 C -1.301 0.754 -0.187  C15 1.572, F17 1.405, C18 1.567, H35 1.124
17 F -2.108 0.029 -1.080  C16 1.405
18 C -1.746 2.255 -0.257  C16 1.567, C19 1.581, H36 1.112, H37 1.124
19 C -1.026 3.201 0.784  C18 1.581, H38 1.128, H39 1.121, H40 1.127
20 H -3.963 -3.838 -0.474  C1 1.126
21 H -4.181 -3.509 1.312  C1 1.122
22 H -4.098 -5.239 0.652  C1 1.121
23 H -1.750 -5.153 0.410  C2 1.123
24 H -1.831 -4.003 1.815  C2 1.123
25 H -1.694 -3.433 -1.273  C3 1.131
26 H -2.041 -2.122 -0.101  C3 1.120
27 H 0.535 -3.052 -1.123  C4 1.128
28 H 0.460 -3.818 0.523  C4 1.125
29 H 1.568 -1.814 1.089  C5 1.130
30 H 0.901 -0.900 -0.296  C5 1.115
31 H 0.791 -3.324 2.739  C8 1.115
32 H 0.158 -2.984 4.464  C8 1.128
33 H -1.411 -1.146 4.929  C12 1.111
34 H -2.839 0.588 4.004  N13 1.029
35 H -0.231 0.726 -0.530  C16 1.124
36 H -2.846 2.403 -0.178  C18 1.112
37 H -1.448 2.612 -1.280  C18 1.124
38 H -1.802 3.722 1.415  C19 1.128
39 H -0.326 2.684 1.489  C19 1.121
40 H -0.443 4.002 0.247  C19 1.127
41 C 2.986 -4.831 -2.559  Cl42 1.771, Cl43 1.768, H44 1.087, H45 1.092
42 Cl 2.874 -5.787 -1.073  C41 1.771
43 Cl 1.416 -4.155 -3.008  C41 1.768
44 H 3.689 -4.016 -2.401  C41 1.087
45 H 3.334 -5.471 -3.372  C41 1.092
46 C 4.091 1.463 6.622  Cl47 1.765, Cl48 1.769, H49 1.087, H50 1.086
47 Cl 5.251 1.144 7.913  C46 1.765
48 Cl 3.493 3.127 6.690  C46 1.769
49 H 4.578 1.303 5.663  C46 1.087
50 H 3.251 0.785 6.728  C46 1.086
51 C -2.888 5.493 -2.285  Cl52 1.773, Cl53 1.770, H54 1.082, H55 1.087
52 Cl -3.725 4.618 -0.990  C51 1.773
53 Cl -1.689 4.473 -3.094  C51 1.770
54 H -3.619 5.820 -3.012  C51 1.082
55 H -2.383 6.354 -1.855  C51 1.087
56 C -1.987 -3.393 -5.391  Cl57 1.766, Cl58 1.770, H59 1.087, H60 1.087
57 Cl -2.428 -4.930 -6.141  C56 1.766
58 Cl -1.908 -3.536 -3.629  C56 1.770
59 H -1.013 -3.086 -5.763  C56 1.087
60 H -2.734 -2.647 -5.650  C56 1.087
61 C -1.351 6.801 -5.852  Cl62 1.770, Cl63 1.766, H64 1.089, H65 1.087
62 Cl -2.974 6.488 -5.219  C61 1.770
63 Cl -1.418 7.496 -7.475  C61 1.766
64 H -0.842 7.501 -5.191  C61 1.089
65 H -0.803 5.863 -5.892  C61 1.087
66 C 0.347 -3.288 8.238  Cl67 1.763, Cl68 1.773, H69 1.086, H70 1.087
67 Cl -0.025 -2.787 9.887  C66 1.763
68 Cl -0.922 -2.776 7.110  C66 1.773
69 H 1.288 -2.839 7.936  C66 1.086
70 H 0.426 -4.371 8.207  C66 1.087
71 C 2.874 -4.968 -6.666  Cl72 1.771, Cl73 1.767, H74 1.086, H75 1.087
72 Cl 4.020 -5.274 -5.351  C71 1.771
73 Cl 2.292 -3.299 -6.636  C71 1.767
74 H 3.370 -5.151 -7.615  C71 1.086
75 H 2.026 -5.638 -6.556  C71 1.087
76 C 2.185 3.405 3.402  Cl77 1.767, Cl78 1.772, H79 1.087, H80 1.087
77 Cl 2.979 3.215 1.836  C76 1.767
78 Cl 0.816 2.291 3.563  C76 1.772
79 H 2.903 3.200 4.191  C76 1.087
80 H 1.820 4.425 3.492  C76 1.087
81 C 1.980 8.584 -6.283  Cl82 1.765, Cl83 1.771, H84 1.087, H85 1.087
82 Cl 3.192 9.836 -6.566  C81 1.765
83 Cl 0.882 9.037 -4.970  C81 1.771
84 H 1.401 8.441 -7.191  C81 1.087
85 H 2.484 7.659 -6.016  C81 1.087

The largest force on an atom is 3.75 eV/A. The value obtained for the highest occupied orbital energy is -12.262 eV. The total charge is +1.

no.,calculated total energy (eV)
1,-18166.027
2,-8242.724
3,-16631.861
4,-270146.226